1.
Computed, not measured: 2 unconnected molecules or ions with the total composition C3H8NS at a distorted geometry, with ωB97M-V/def2-TZVPD.

CARTESIAN COORDINATES (ANGSTROEM)
S -0.19592 1.31984 0.72091
N 0.30026 -2.40846 -0.85957
C 0.75092 -1.99971 0.39284
C -0.83566 -1.99957 -1.36277
C 0.15258 3.09414 0.20996
H -0.55126 3.36288 -0.52484
H -0.08424 -1.66912 1.08978
H 1.30038 -1.08356 0.04436
H 0.05063 3.79299 1.06189
H 1.53970 -2.62905 0.88162
H 1.19244 3.09309 -0.09099
H -1.11568 -2.36544 -2.28838
H -1.70619 -1.32923 -1.13119

As for the net charge: -1. Its lowest unoccupied orbital energy is 4.16 eV. As for the multiplicity: 1. The HOMO energy comes out at -2.24 eV. Its HOMO-LUMO gap is 6.40 eV.

Here are the Mulliken charges for atoms 1 to 2, given in e: -0.718, -0.547

---

2.
Computed, not measured: a gas-phase ion, C3H8NS (charge -1) at a distorted geometry, with ωB97M-V/def2-TZVPD.

CARTESIAN COORDINATES (ANGSTROEM)
S -0.82853 -0.47938 2.23087
N 1.45657 0.55979 0.35671
C -0.69625 0.71567 -0.85760
C 0.38535 -0.24076 -0.30157
C -0.25162 -1.23812 0.66651
H -1.54524 0.15187 -1.26865
H 0.80510 -0.69415 -1.20308
H -0.97249 -1.80829 0.06903
H 0.96859 0.92137 1.18043
H -1.15656 1.27200 -0.03476
H 1.55156 1.39287 -0.22548
H 0.53330 -1.93484 0.96867
H -0.24977 1.38200 -1.58109

As for the net charge: -1. Its lowest unoccupied orbital energy is 4.27 eV. As for the multiplicity: 1. The SMILES is C[C@@H](N)C[S-]. The HOMO energy comes out at -2.33 eV. Its HOMO-LUMO gap is 6.60 eV.

Here are the Mulliken charges for atoms 1 to 2, given in e: -0.649, -0.701

---

3.
Computed, not measured: 2 unconnected molecules or ions with the total composition C3H8NS at a distorted geometry, with ωB97M-V/def2-TZVPD.

CARTESIAN COORDINATES (ANGSTROEM)
S 1.90091 0.94726 -1.16333
N -0.70898 -0.25871 -0.42353
C 0.01179 -1.50787 -0.71374
C -0.45657 0.17827 0.88697
C -1.19561 1.07012 1.58262
H -0.30029 0.43367 -1.06139
H 1.11131 -1.31275 -0.69189
H -2.16348 1.42051 1.22791
H 0.51566 -0.16469 1.31821
H -0.25850 -2.23953 0.06312
H -0.81215 1.50670 2.52274
H -0.29339 -1.87341 -1.71363
H 2.64930 1.80044 -1.83407

As for the net charge: -1. Its lowest unoccupied orbital energy is 4.27 eV. As for the multiplicity: 1. The HOMO energy comes out at -2.87 eV. Its HOMO-LUMO gap is 7.15 eV.

Here are the Mulliken charges for atoms 1 to 2, given in e: -0.775, -0.595

---

4.
Computed, not measured: a gas-phase ion, C3H8NSe (charge +1) at a distorted geometry, with ωB97M-V/def2-TZVPD.

CARTESIAN COORDINATES (ANGSTROEM)
Se 2.07055 -0.12940 -0.82292
N -0.51549 -0.72940 -0.16004
C 0.81676 -1.26224 0.13415
C -0.51719 0.67739 0.38912
C 0.94613 1.34437 -0.11756
H -0.60712 -0.57444 -1.20657
H 0.96704 -2.30236 -0.34584
H 0.96631 -1.32224 1.19281
H 1.59267 1.81430 0.70836
H -1.33664 -0.92661 0.42304
H -1.57997 1.05851 0.16410
H 0.89052 2.15475 -0.87446
H -0.48487 0.64356 1.43497

As for the net charge: +1. Its lowest unoccupied orbital energy is -3.67 eV. As for the multiplicity: 1. The SMILES is C1C[Se]C[NH2+]1. The HOMO energy comes out at -13.36 eV. Its HOMO-LUMO gap is 9.69 eV.

Here are the Mulliken charges for atoms 1 to 2, given in e: 0.143, -0.230

---

5.
Computed, not measured: 2 unconnected molecules or ions with the total composition C3H8O at a distorted geometry, with ωB97M-V/def2-TZVPD.

CARTESIAN COORDINATES (ANGSTROEM)
O -0.64133 4.63924 -4.92791
C 0.47911 -2.65840 2.57420
C -0.18145 4.87730 -3.84267
C -0.27564 -2.24365 1.33240
H 1.49846 -2.27459 2.51786
H 0.35228 4.06367 -3.33053
H 0.56224 -3.74382 2.67160
H -1.30177 -2.58908 1.22499
H -0.36423 -1.15306 1.26936
H 0.04356 -2.23920 3.47981
H -0.34315 5.85787 -3.36258
H 0.17193 -2.53629 0.39347

Its lowest unoccupied orbital energy is 0.92 eV. As for the multiplicity: 1. The SMILES is C=O.CC. The HOMO energy comes out at -10.26 eV. Its HOMO-LUMO gap is 11.18 eV.

Here are the Mulliken charges for atoms 1 to 2, given in e: -0.373, -0.747

---

6.
Computed, not measured: 2 unconnected molecules or ions with the total composition C3H8O, with ωB97M-V/def2-TZVPD.

CARTESIAN COORDINATES (ANGSTROEM)
O -0.26922 1.67368 0.35720
C 1.36021 -0.03798 0.03811
C -1.10502 -0.54918 0.57775
C -0.04002 0.48258 0.27941
H -1.05842 -0.67800 1.66362
H 1.81357 -0.07877 1.03316
H -0.93295 -1.52334 0.10734
H -0.53828 0.97573 -1.55669
H 1.93896 0.65955 -0.57135
H 1.39966 -1.04185 -0.39834
H -0.47024 0.29323 -1.84863
H -2.09825 -0.17566 0.31842

Its lowest unoccupied orbital energy is 1.06 eV. As for the multiplicity: 1. The SMILES is CC(C)=O.[H][H]. The HOMO energy comes out at -9.66 eV. Its HOMO-LUMO gap is 10.72 eV.

Here are the Mulliken charges for atoms 1 to 2, given in e: -0.575, -0.947

---

7.
Computed, not measured: a single C3H8O molecule, with ωB97M-V/def2-TZVPD.

CARTESIAN COORDINATES (ANGSTROEM)
O 0.06302 -0.64912 -0.74477
C -0.65535 0.39991 -0.11858
C 0.21276 1.65850 -0.04049
C 0.33711 -1.76378 0.05943
H 0.98024 -1.51688 0.91883
H 1.01170 1.56407 -0.78108
H -1.55576 0.57900 -0.71979
H -0.35308 2.56842 -0.26522
H -0.58306 -2.23694 0.43499
H 0.86421 -2.48471 -0.57197
H 0.67330 1.78024 0.94452
H -0.99509 0.10129 0.88412

Its lowest unoccupied orbital energy is 1.17 eV. As for the multiplicity: 1. The SMILES is CCOC. The HOMO energy comes out at -9.66 eV. Its HOMO-LUMO gap is 10.83 eV.

Here are the Mulliken charges for atoms 1 to 2, given in e: -0.359, -0.265

---

8.
Computed, not measured: a molecular structure, C3H8O at a distorted geometry, with ωB97M-V/def2-TZVPD.

CARTESIAN COORDINATES (ANGSTROEM)
O 0.40994 -0.55273 -1.59971
C -0.12010 0.10669 -0.42230
C -1.12478 -0.66673 0.45993
C 1.08312 0.83933 0.29835
H 0.75036 2.08331 0.70011
H 1.61320 0.29510 1.13344
H -0.67822 -1.51339 0.93296
H 0.66434 -1.48231 -1.20830
H 1.73733 1.00590 -0.60605
H -1.51251 -0.09889 1.31542
H -1.99260 -0.96011 -0.24791
H -0.83007 0.94384 -0.75593

Its lowest unoccupied orbital energy is 0.90 eV. As for the multiplicity: 1. The HOMO energy comes out at -10.39 eV. Its HOMO-LUMO gap is 11.30 eV.

Here are the Mulliken charges for atoms 1 to 2, given in e: -0.521, 0.381

---

9.
Computed, not measured: 2 unconnected molecules or ions with the total composition C3H8O, with ωB97M-V/def2-TZVPD.

CARTESIAN COORDINATES (ANGSTROEM)
O -2.11671 0.66775 0.61683
C -0.37301 0.28329 -1.08380
C 0.62150 0.45864 -0.21288
C 1.33167 -0.67558 0.47131
H 2.20305 -0.94433 -0.13389
H 0.69514 -1.56399 0.55279
H 0.99678 1.46756 -0.04483
H -2.32148 -0.27459 0.63037
H -1.14753 0.69299 0.73492
H -0.79338 -0.70354 -1.27746
H 1.69206 -0.42834 1.47514
H -0.85602 1.10488 -1.60166

Its lowest unoccupied orbital energy is 1.02 eV. As for the multiplicity: 1. The SMILES is C=CC.O. The HOMO energy comes out at -9.39 eV. Its HOMO-LUMO gap is 10.41 eV.

Here are the Mulliken charges for atoms 1 to 2, given in e: -0.689, -0.583

---

10.
Computed, not measured: a molecular structure, C3H8O at a distorted geometry, with ωB97M-V/def2-TZVPD.

CARTESIAN COORDINATES (ANGSTROEM)
O -0.38937 0.54707 -1.26131
C 1.92107 -0.30539 -0.16670
C -1.57166 0.52096 0.80756
C -1.35141 0.08065 -0.55497
H 1.40896 0.55816 0.25018
H -1.40449 1.56158 0.88310
H 2.25146 -0.14007 -1.19594
H -1.89863 -0.76626 -0.93008
H 1.16967 -1.08874 -0.04062
H -2.29040 -0.05647 1.38907
H -0.65740 -0.29088 0.42009
H 2.81221 -0.62061 0.39962

Its lowest unoccupied orbital energy is 0.80 eV. As for the multiplicity: 1. The HOMO energy comes out at -9.64 eV. Its HOMO-LUMO gap is 10.44 eV.

Here are the Mulliken charges for atoms 1 to 2, given in e: -0.549, -0.901

---

11.
Computed, not measured: a single C3H8O molecule at a distorted geometry, with ωB97M-V/def2-TZVPD.

CARTESIAN COORDINATES (ANGSTROEM)
O -1.70057 -0.82254 -0.42705
C 0.37094 1.36356 0.41227
C -0.40063 -1.05773 0.11567
C 0.66475 -0.00993 -0.22684
H 1.20519 2.09986 0.24149
H 0.02589 -2.08738 -0.10986
H -1.74696 -1.32860 -1.40630
H 0.19811 1.37122 1.50222
H -0.47671 -1.06178 1.18749
H 0.74844 0.09504 -1.33094
H -0.52711 1.84130 -0.13913
H 1.63865 -0.40303 0.18097

Its lowest unoccupied orbital energy is 0.87 eV. As for the multiplicity: 1. The SMILES is CCCO. The HOMO energy comes out at -10.24 eV. Its HOMO-LUMO gap is 11.10 eV.

Here are the Mulliken charges for atoms 1 to 2, given in e: -0.538, -1.051

---

12.
Computed, not measured: 2 unconnected molecules or ions with the total composition C3H8O at a distorted geometry, with ωB97M-V/def2-TZVPD.

CARTESIAN COORDINATES (ANGSTROEM)
O -0.35205 3.38865 -1.93765
C -1.08142 -4.48541 4.69964
C -0.03955 3.11339 -3.06549
C 1.35333 3.27002 -3.57464
H -1.85255 -4.76744 3.97123
H -0.83007 -5.42991 5.20455
H -0.17717 -4.13194 4.21875
H 1.46460 4.14250 -4.24588
H -0.80771 2.74627 -3.75836
H 2.04134 3.45773 -2.74524
H 1.73239 2.43667 -4.15888
H -1.45113 -3.74053 5.39195

Its lowest unoccupied orbital energy is 1.11 eV. As for the multiplicity: 1. The SMILES is CC=O.C. The HOMO energy comes out at -10.01 eV. Its HOMO-LUMO gap is 11.11 eV.

Here are the Mulliken charges for atoms 1 to 2, given in e: -0.452, -0.886

---

13.
Computed, not measured: a single C3H8O molecule, with ωB97M-V/def2-TZVPD.

CARTESIAN COORDINATES (ANGSTROEM)
O -0.79155 0.49464 0.04886
C 0.30982 -0.38314 0.11369
C -0.19550 -1.81189 0.01190
C -0.47631 1.77754 0.51908
H -1.09394 -1.91558 0.62722
H 0.35896 2.23074 -0.03819
H -0.20354 1.75528 1.58700
H 0.55914 -2.51413 0.37958
H 1.02464 -0.15407 -0.69522
H -0.45119 -2.08315 -1.01607
H 0.84486 -0.23944 1.06704
H -1.36504 2.40128 0.39545

Its lowest unoccupied orbital energy is 1.19 eV. As for the multiplicity: 1. The SMILES is CCOC. The HOMO energy comes out at -9.81 eV. Its HOMO-LUMO gap is 11.00 eV.

Here are the Mulliken charges for atoms 1 to 2, given in e: -0.313, -0.220

---

14.
Computed, not measured: a single C3H8O molecule, with ωB97M-V/def2-TZVPD.

CARTESIAN COORDINATES (ANGSTROEM)
O 0.50698 0.58285 0.41235
C 1.83825 0.28513 0.08687
C -1.76775 0.15522 -0.10607
C -0.38958 -0.45055 0.06672
H -0.06782 -0.93790 -0.86834
H -2.06768 0.68493 0.80263
H 2.17190 -0.67015 0.52119
H -0.39392 -1.22546 0.85224
H 1.97888 0.23404 -1.00517
H -2.51010 -0.62056 -0.31841
H 2.46062 1.08956 0.48816
H -1.75976 0.87288 -0.93216

Its lowest unoccupied orbital energy is 1.18 eV. As for the multiplicity: 1. The SMILES is CCOC. The HOMO energy comes out at -9.78 eV. Its HOMO-LUMO gap is 10.96 eV.

Here are the Mulliken charges for atoms 1 to 2, given in e: -0.327, -0.687

---

15.
Computed, not measured: 3 unconnected molecules or ions with the total composition C3H8O2 at a distorted geometry, with ωB97M-V/def2-TZVPD.

CARTESIAN COORDINATES (ANGSTROEM)
O 0.02676 0.51713 -0.47224
O 2.46017 -0.11084 -0.15755
C -0.78016 -0.29529 1.54374
C -2.17840 -0.11979 -0.54417
C -1.02327 -0.05767 0.21382
H 3.53897 0.71566 -2.77598
H 3.02194 -0.62583 0.43908
H 2.81940 0.64919 -2.66377
H -1.54320 -0.65703 2.23625
H 0.88750 0.28134 0.00450
H 0.11840 -0.05690 2.09230
H -3.04890 -0.69489 -0.26326
H -2.09730 0.30815 -1.53281

As for the net charge: -1. Its lowest unoccupied orbital energy (spin up / spin down) is 4.03 / 3.23 eV. As for the multiplicity: 2. The HOMO energy (spin up / spin down) comes out at -3.11 / -3.10 eV. Its HOMO-LUMO gap (spin up / spin down) is 7.14 / 6.33 eV.

Here are the Mulliken charges for atoms 1 to 2, given in e: -0.462, -1.049

---

16.
Computed, not measured: 2 unconnected molecules or ions with the total composition C3H8O2 at a distorted geometry, with ωB97M-V/def2-TZVPD.

CARTESIAN COORDINATES (ANGSTROEM)
O -2.15405 1.20086 1.75689
O 5.79618 -0.81919 -1.04783
C -2.57148 -0.69153 0.32120
C -1.58327 0.39380 0.72886
C 4.83122 -0.25472 -1.46252
H -3.33770 -0.67958 1.09804
H -2.47486 1.98421 1.28907
H -0.64950 0.00576 1.16038
H 4.90673 0.84601 -1.36691
H -3.14132 -0.44716 -0.57297
H -2.31853 -1.75172 0.22062
H 3.88789 -0.59544 -1.91237
H -1.19131 0.80871 -0.21248

Its lowest unoccupied orbital energy is 0.64 eV. As for the multiplicity: 1. The SMILES is C=O.CCO. The HOMO energy comes out at -10.21 eV. Its HOMO-LUMO gap is 10.84 eV.

Here are the Mulliken charges for atoms 1 to 2, given in e: -0.506, -0.377

---

17.
Computed, not measured: 2 unconnected molecules or ions with the total composition C3H8O2 at a distorted geometry, with ωB97M-V/def2-TZVPD.

CARTESIAN COORDINATES (ANGSTROEM)
O -0.13285 1.32066 0.40271
O -2.20045 -1.54991 -3.42395
C 0.63618 0.44496 1.12545
C 2.05356 0.93925 1.29158
C 0.18874 -0.72085 1.60175
H -2.50276 -2.44941 -3.42911
H -1.98779 -1.30220 -4.33520
H 2.58995 1.00058 0.35031
H -0.96822 0.81961 0.23038
H 2.47698 0.26348 2.03026
H -0.85648 -0.90689 1.38524
H 0.84552 -1.35059 2.17273
H 2.07244 1.96616 1.65352

Its lowest unoccupied orbital energy is 0.85 eV. As for the multiplicity: 1. The SMILES is C=C(C)O.O. The HOMO energy comes out at -8.79 eV. Its HOMO-LUMO gap is 9.64 eV.

Here are the Mulliken charges for atoms 1 to 2, given in e: -0.489, -0.638

---

18.
Computed, not measured: a single C3H8O2 molecule, with ωB97M-V/def2-TZVPD.

CARTESIAN COORDINATES (ANGSTROEM)
O -0.08163 -0.53089 -1.50082
O 2.05969 -0.33144 -0.16111
C 0.88534 0.20397 0.47614
C -1.59639 0.27350 0.27125
C -0.33630 -0.49582 -0.11544
H -1.53538 1.32959 -0.01718
H -0.43831 -1.52377 0.27698
H 0.78085 1.27051 0.24269
H -2.48499 -0.16137 -0.19137
H 2.55778 0.36323 -0.61348
H 0.93598 0.06311 1.56122
H -1.73907 0.23411 1.36124
H 0.89551 -0.64676 -1.48642

Its lowest unoccupied orbital energy is 0.78 eV. As for the multiplicity: 1. The SMILES is C[C@@H](O)CO. The HOMO energy comes out at -10.04 eV. Its HOMO-LUMO gap is 10.82 eV.

Here are the Mulliken charges for atoms 1 to 2, given in e: -0.574, -0.603

---

19.
Computed, not measured: 2 unconnected molecules or ions with the total composition C3H8O2 at a distorted geometry, with ωB97M-V/def2-TZVPD.

CARTESIAN COORDINATES (ANGSTROEM)
O 0.33452 -0.64779 -5.53423
O -0.34791 1.69417 2.00531
C -0.07784 0.14627 0.26314
C -0.32986 -0.56497 2.67031
C -0.33277 0.36592 1.72774
H -0.05122 1.97788 2.87841
H -0.43785 -0.78264 -0.17295
H -0.16854 -1.63440 2.65408
H 0.98904 0.34258 0.15306
H 1.24087 -0.40675 -5.31675
H 0.05228 -1.21214 -4.81425
H -0.34901 -0.27875 3.71867
H -0.52172 1.00060 -0.23254

Its lowest unoccupied orbital energy is 0.68 eV. As for the multiplicity: 1. The SMILES is C=C(C)O.O. The HOMO energy comes out at -8.94 eV. Its HOMO-LUMO gap is 9.62 eV.

Here are the Mulliken charges for atoms 1 to 2, given in e: -0.635, -0.510